1.
48
Properties=species:S:1:pos:R:3:nbo_charge:R:1 method="wB97M-V/def2-TZVPD" charge=0 multiplicity=5 orbital_gap_ev="9.716 / 9.212"
Fe -0.51726 0.79391 -0.00376 1.562
C 2.41265 0.32676 -1.21517 -0.068
C 2.45438 0.77261 0.22376 -0.089
O 1.46941 -0.02886 0.87251 -0.587
C 1.52237 -0.04673 2.28756 -0.090
C 0.11870 -0.38478 2.80133 -0.086
O -0.66863 -1.07135 1.83254 -0.554
C -0.51592 -2.48052 1.82417 -0.088
C 0.59337 -2.97856 0.91516 -0.084
O 0.45675 -2.51172 -0.41175 -0.542
C -0.64454 -3.03034 -1.12839 -0.101
C -1.77681 -2.01400 -1.20879 -0.079
O -1.34090 -0.69629 -1.50370 -0.587
C -0.77528 -0.49391 -2.80348 -0.107
C 0.73598 -0.47125 -2.71602 -0.081
O 1.05264 0.35692 -1.61200 -0.581
H 2.77755 -0.70292 -1.29565 0.182
H 3.02041 0.98040 -1.84761 0.198
H 2.19088 1.82697 0.33536 0.228
H 3.44838 0.59115 0.64330 0.187
H 1.80825 0.93347 2.67196 0.217
H 2.26866 -0.78869 2.59421 0.167
H -0.42286 0.53301 3.01144 0.220
H 0.17982 -0.97913 3.71679 0.177
H -1.47602 -2.88818 1.50247 0.187
H -0.33482 -2.84370 2.84256 0.183
H 0.59108 -4.07636 0.94315 0.174
H 1.56715 -2.63009 1.25604 0.198
H -1.03516 -3.94248 -0.66252 0.183
H -0.29385 -3.30196 -2.12724 0.188
H -2.30227 -1.93392 -0.25854 0.198
H -2.49578 -2.33257 -1.97178 0.186
H -1.13914 0.47191 -3.14386 0.253
H -1.11574 -1.27118 -3.49200 0.185
H 1.14293 -0.05269 -3.64269 0.198
H 1.16312 -1.46417 -2.55016 0.180
C -1.51770 3.84911 2.24986 -0.720
C -1.03837 2.55665 1.66194 0.766
O -1.89039 1.69711 1.26780 -0.801
O 0.18737 2.32428 1.50691 -0.782
H -1.98382 4.42268 1.44726 0.255
H -0.68862 4.41603 2.66351 0.225
H -2.27625 3.65869 3.00796 0.229
O -0.69809 2.74490 -3.49711 -0.843
Cl -0.98224 3.01148 -2.11455 2.538
O -1.64099 4.26627 -1.95140 -0.808
O 0.24339 2.95926 -1.32942 -0.869
O -1.83376 1.92278 -1.59192 -0.917

=====

2.
16
Properties=species:S:1:pos:R:3:nbo_charge:R:1 method="wB97M-V/def2-TZVPD" charge=0 e_above_lowest_kj_mol=396.3 orbital_gap_ev=9.855
C 1.38114 -0.50753 1.05356 -0.592
C 0.26076 -0.04847 0.14367 -0.095
C 0.60559 0.85717 -1.01074 -0.417
C -0.17287 1.38927 0.16249 -0.419
C -2.24215 -0.88873 0.54317 0.159
N -2.00989 -0.78349 -0.72563 -0.589
C -0.80495 -1.09671 -0.04989 -0.143
H 1.00787 -0.75281 2.05407 0.217
H 2.15039 0.26537 1.15583 0.211
H 1.86458 -1.40439 0.64640 0.208
H 1.64022 1.17455 -1.12072 0.217
H 0.08409 0.71751 -1.95546 0.205
H 0.32287 2.06978 0.84917 0.219
H -1.23002 1.59935 0.01778 0.218
H -2.41901 -0.47200 -1.59776 0.412
H -0.43862 -2.11885 -0.16595 0.187

=====

3.
78
Properties=species:S:1:pos:R:3:mulliken_charge:R:1 method="wB97M-V/def2-TZVPD" charge=+1 orbital_gap_ev=6.480
C 1.99214 -2.18424 3.47507 -0.743
O 0.91558 -2.74989 2.70768 -0.356
C 0.49370 -1.91527 1.69875 -0.311
S 0.68664 -2.79042 0.05941 -0.041
S 1.34647 -1.29136 -1.27602 0.103
B 2.16714 -3.97991 0.14546 0.613
C 3.59883 -3.43021 0.50742 -0.757
O 1.93859 -5.31887 -0.15982 -0.477
H 1.58795 -1.64435 4.33553 0.295
H 2.63053 -1.49646 2.90798 0.378
H 2.62964 -3.00682 3.81546 0.308
H -0.57109 -1.68533 1.79653 0.460
H 1.06644 -0.98653 1.63758 0.334
H 2.27819 -0.67601 -0.47352 0.164
H 3.89709 -2.54017 -0.05151 0.318
H 3.65233 -3.21301 1.58527 0.230
H 4.34239 -4.20844 0.32475 0.195
H 1.36477 -5.67060 0.52929 0.322
C 0.74918 2.36881 6.39270 -1.030
S 0.00421 0.96952 5.53830 0.454
O 1.11940 0.19996 4.89531 -0.611
C -0.78761 1.92670 4.23721 -0.920
H 1.33398 1.98816 7.22817 0.339
H 1.40045 2.91410 5.70949 0.308
H -0.03802 3.02144 6.76877 0.400
H -0.03773 2.50008 3.69241 0.338
H -1.52738 2.59258 4.67490 0.443
H -1.28261 1.24072 3.55988 0.247
C -1.63834 3.85189 0.17326 -1.116
S -3.08447 3.24239 1.05667 0.648
O -2.61059 2.71865 2.37654 -0.596
C -3.37573 1.81994 -0.00739 -1.104
H -1.26350 4.72936 0.69708 0.327
H -0.86661 3.08111 0.15163 0.336
H -1.92596 4.13085 -0.83996 0.399
H -2.49368 1.17796 -0.01861 0.294
H -3.60688 2.16259 -1.01510 0.412
H -4.22328 1.26323 0.38449 0.379
C 1.94123 -0.21291 -5.37940 -0.922
S 3.14894 0.48141 -4.23797 0.480
O 2.47179 0.61785 -2.90920 -0.632
C 3.18785 2.12241 -4.97423 -0.981
H 1.73386 -1.23736 -5.07451 0.285
H 1.02183 0.37218 -5.34634 0.303
H 2.35504 -0.21236 -6.38726 0.404
H 2.18777 2.55586 -4.96616 0.310
H 3.56194 2.04925 -5.99497 0.396
H 3.85960 2.74363 -4.38522 0.325
C -6.42359 7.46897 2.02993 -0.977
S -5.43150 6.08357 1.44377 0.602
O -5.44159 6.13319 -0.04685 -0.631
C -6.59245 4.80016 1.94419 -0.843
H -5.89993 8.39010 1.78188 0.320
H -7.39739 7.45991 1.54022 0.297
H -6.54160 7.39858 3.11141 0.347
H -7.55624 4.96569 1.46238 0.347
H -6.70310 4.81374 3.02867 0.339
H -6.18951 3.83835 1.63295 0.219
C 8.07620 -4.22239 -2.84818 -0.969
S 6.37065 -4.04369 -2.29868 0.528
O 6.39620 -3.29949 -1.00459 -0.599
C 6.11695 -5.78546 -1.91060 -0.899
H 8.45493 -3.23545 -3.10640 0.320
H 8.67954 -4.64650 -2.04570 0.311
H 8.10814 -4.86513 -3.72799 0.376
H 6.84837 -6.10937 -1.16991 0.312
H 6.21225 -6.37737 -2.82081 0.415
H 5.11230 -5.90302 -1.50672 0.224
C -3.30275 -1.53076 -3.12192 -0.769
S -4.99892 -1.30207 -2.55477 0.435
O -4.93448 -0.56074 -1.26214 -0.533
C -5.29751 -3.03406 -2.16079 -0.914
H -2.89813 -0.55481 -3.38496 0.296
H -2.70303 -1.97279 -2.32473 0.120
H -3.29799 -2.17434 -4.00179 0.420
H -4.56803 -3.37795 -1.42695 0.246
H -5.23021 -3.62992 -3.07118 0.382
H -6.29954 -3.11905 -1.74550 0.325

=====

4.
14
Properties=species:S:1:pos:R:3:nbo_charge:R:1 method="wB97M-V/def2-TZVPD" charge=0 e_above_lowest_kj_mol=159.1 orbital_gap_ev=9.569 smiles="[H]/N=P/NNCC"
C 2.33970 -0.38908 -0.14642 -0.608
C 0.91747 -0.06422 0.40334 -0.230
N -3.49198 0.16935 0.59009 -1.164
N 0.07123 0.61337 -0.64515 -0.459
N -1.28538 0.69170 -0.27865 -0.783
P -2.32378 -0.58583 -0.18159 1.144
H 3.05351 -0.86700 0.37473 0.218
H 2.13558 -0.91708 -1.04811 0.198
H 2.90808 0.62990 -0.44863 0.203
H 0.40277 -1.07493 0.76063 0.165
H 1.04899 0.53033 1.38118 0.203
H -4.33549 -0.38883 0.57142 0.360
H 0.02757 0.10739 -1.53889 0.353
H -1.46827 1.54491 0.20606 0.401

=====

5.
74
Properties=species:S:1:pos:R:3:mulliken_charge:R:1 method="wB97M-V/def2-TZVPD" charge=0 e_above_lowest_kj_mol=33.5 orbital_gap_ev=6.334
Ir -0.60211 0.45804 0.38394 0.986
C -3.75539 -2.95658 5.68980 -1.633
C -3.05055 -1.94995 4.82396 0.196
C -3.30862 -0.58406 4.93631 -0.967
C -2.69293 0.31819 4.10565 0.064
C -1.75525 -0.05246 3.11901 0.886
N -1.23172 0.91262 2.28004 -0.751
C -0.95463 2.17627 2.78369 0.127
C -0.48936 2.36252 4.09585 -0.086
C -0.14105 3.59988 4.58654 -1.025
C -0.18703 4.73628 3.77844 0.260
C 0.26733 6.07792 4.28232 -1.589
C -0.60704 4.56916 2.47349 -0.451
C -1.01989 3.32961 1.98638 0.305
N -1.49713 3.30532 0.63956 0.306
C -2.06204 4.33521 -0.02413 -0.139
C -2.29652 3.94290 -1.31980 -1.198
C -1.84661 2.62528 -1.37943 0.130
N -1.38487 2.24370 -0.19189 -0.267
C -1.48719 -1.43462 3.02236 0.407
C -2.14372 -2.34080 3.86128 -0.719
N -0.56129 -2.01103 2.08271 0.453
C -0.08133 -3.27657 2.10583 0.118
C 0.84860 -3.41767 1.10635 -1.486
C 0.90212 -2.16976 0.49282 0.104
N 0.06538 -1.32892 1.09202 -0.191
H -3.76004 -2.64177 6.73387 0.382
H -3.27099 -3.93113 5.63632 0.347
H -4.79553 -3.08578 5.38384 0.303
H -4.02648 -0.22906 5.66624 0.390
H -2.94085 1.36799 4.18270 0.524
H -0.40757 1.49089 4.73085 0.572
H 0.20497 3.68515 5.60982 0.383
H 0.09870 6.17306 5.35449 0.392
H -0.26219 6.89005 3.78452 0.374
H 1.33504 6.22166 4.10333 0.285
H -0.60369 5.42513 1.81198 0.538
H -2.29539 5.25478 0.47924 0.507
H -2.75105 4.52017 -2.10356 0.419
H -1.84299 1.91841 -2.19140 0.433
H -1.95920 -3.39930 3.76259 0.160
H -0.39217 -3.98818 2.84394 0.347
H 1.41966 -4.29594 0.86843 0.454
H 1.48785 -1.82142 -0.33994 0.423
Se 1.53578 1.41123 0.77129 -0.190
C 2.85320 0.34671 -0.12658 -0.026
C 3.93863 -0.09010 0.62541 -0.418
C 4.95190 -0.79742 -0.00575 -0.438
N 4.93932 -1.11798 -1.29715 -0.635
C 3.89040 -0.70163 -2.00490 -0.365
C 2.84095 0.03604 -1.48115 -0.130
H 3.98970 0.10497 1.68822 0.419
H 5.80609 -1.14352 0.56599 0.367
H 3.88819 -0.96982 -3.05658 0.455
H 2.01710 0.34986 -2.10741 0.388
C 2.28549 -4.09534 -6.96116 -0.740
C 1.68438 -3.66028 -8.27276 0.602
O 1.91696 -4.22300 -9.30880 -0.554
S 0.59634 -2.23802 -8.36095 -0.128
C 0.37539 -1.72608 -6.67677 -0.660
C -0.61534 -2.30219 -5.88666 -0.178
C -0.78987 -1.89618 -4.57692 -0.657
C 0.01203 -0.89030 -4.02552 0.878
C 0.98775 -0.30103 -4.83575 -0.281
C 1.16755 -0.71453 -6.14398 -0.320
C -0.17343 -0.46270 -2.67443 0.213
C -0.33168 -0.08896 -1.52721 -1.359
H 1.98619 -5.12826 -6.78365 0.258
H 2.00150 -3.47912 -6.11458 0.229
H 3.36846 -4.08035 -7.08396 0.274
H -1.25212 -3.06913 -6.30828 0.441
H -1.56103 -2.34426 -3.96480 0.473
H 1.59859 0.49772 -4.43449 0.557
H 1.92635 -0.25156 -6.76108 0.444

=====

6.
78
Properties=species:S:1:pos:R:3:mulliken_charge:R:1 method="wB97M-V/def2-TZVPD" charge=+1 multiplicity=4 e_above_lowest_kj_mol=57.6 orbital_gap_ev="6.263 / 6.536"
V -13.24145 6.63227 7.21965 -0.586
N -14.32639 7.98413 9.72997 0.123
C -13.41377 8.78587 9.05651 0.569
C -13.38294 10.19195 9.28333 -0.828
C -12.70379 10.97408 8.33674 -0.472
C -11.65799 10.38086 7.55909 -0.640
C -11.52486 9.03089 7.67916 -0.634
N -12.53518 8.25892 8.19630 -0.037
C -14.51287 6.62832 9.69732 0.748
C -15.65297 6.13920 10.31866 -0.739
C -16.08204 4.87677 10.03049 -0.428
C -15.18637 4.00356 9.35414 -0.750
C -14.01568 4.51189 8.84574 -0.058
N -13.78796 5.83872 8.85735 0.246
H -14.90129 8.49877 10.44790 0.329
H -13.94712 10.62899 10.06627 0.503
H -13.01699 11.98801 8.03033 0.385
H -10.92021 10.95476 6.99092 0.418
H -10.66042 8.48063 7.32165 0.498
H -16.29822 6.88994 10.79754 0.318
H -17.03595 4.56062 10.49531 0.406
H -15.49240 3.00772 9.02504 0.397
H -13.28619 3.77351 8.39554 0.288
C -13.99952 2.97419 5.45795 -1.276
C -12.49462 3.29427 5.56426 0.745
C -11.76504 2.43221 4.49334 -1.181
P -12.40576 5.16270 5.50739 1.639
C -10.66531 5.53341 5.14598 0.279
C -10.49260 6.94491 4.53150 -1.046
C -9.77867 5.44666 6.41630 -1.465
C -13.38530 5.91260 4.18738 -0.862
C -13.22669 5.56467 2.81994 0.096
C -14.27339 5.79477 1.90831 0.667
C -14.04518 5.47375 0.48848 -1.543
C -15.43047 6.50562 2.32361 -0.988
C -15.61835 6.85822 3.68349 -0.422
C -14.55682 6.60453 4.59972 -0.696
N -14.58748 7.01742 5.89861 1.161
C -15.50551 8.01105 6.30950 -0.804
C -15.21047 9.36006 6.02130 1.381
C -14.07734 9.71834 5.03449 -1.388
C -15.99840 10.36140 6.51539 -0.909
C -17.11078 10.09826 7.26034 0.565
C -18.00652 11.28440 7.69755 -1.443
C -17.42577 8.76068 7.60038 -1.235
C -16.68616 7.67889 7.02321 0.870
C -17.21856 6.27011 7.15191 -1.339
H -14.18645 1.92848 5.68974 0.532
H -14.42141 3.22652 4.43780 0.282
H -14.56819 3.61931 6.16557 0.036
H -12.08364 3.11917 6.58853 0.410
H -11.48600 3.07644 3.66096 0.212
H -12.37701 1.57758 4.14510 0.355
H -10.81998 1.95962 4.84197 0.340
H -10.23090 4.84031 4.42564 0.630
H -10.36972 7.75240 5.32993 0.027
H -11.32239 7.19435 3.78531 0.151
H -9.59578 7.06233 3.98042 0.563
H -10.03161 6.16632 7.22685 0.181
H -8.71123 5.53854 6.11799 0.417
H -9.86236 4.44750 6.87938 0.382
H -12.34864 5.05898 2.46461 0.245
H -13.66382 6.33238 -0.08877 0.306
H -14.92267 5.07279 -0.05817 0.387
H -13.13956 4.76203 0.52592 0.304
H -16.17001 6.73525 1.61191 0.516
H -16.48891 7.48079 3.98473 0.432
H -14.24048 10.77060 4.69552 0.426
H -14.08110 9.12958 4.15012 0.218
H -13.12817 9.60975 5.57364 0.130
H -15.82453 11.37978 6.26567 0.446
H -17.76009 11.54713 8.72711 0.286
H -19.06832 11.00736 7.80464 0.369
H -17.82865 12.09342 6.95243 0.370
H -18.32127 8.48742 8.14957 0.465
H -17.86790 6.21307 8.02374 0.452
H -16.35459 5.60407 7.25639 -0.097
H -17.78212 5.92247 6.29334 0.368

=====

Total energy values, unit eV, following the record order: -82241.457; -7854.053; -120028.779; -15960.949; -126773.407; -74764.131.